(1)
Entry from the Open Molecules 2025 dataset: a 11-piece molecular cluster, C5H32O11 overall (wB97M-V/def2-TZVPD).

```
48
Properties=species:S:1:pos:R:3
C 1.54 -1.85 0.77
O 1.42 -1.58 2.16
C 0.59 -2.97 0.31
C -0.53 -2.50 -0.60
C -1.69 -3.46 -0.77
C 0.05 -2.10 -1.97
H 2.54 -1.73 0.34
H 1.18 -0.92 0.28
H 2.27 -1.43 2.59
H 0.16 -3.41 1.22
H 1.29 -3.71 -0.10
H -0.83 -1.54 -0.19
H -2.49 -3.09 -1.42
H -1.30 -4.35 -1.29
H -2.05 -3.76 0.21
H 0.02 -2.99 -2.60
H 1.09 -1.77 -1.93
H -0.49 -1.41 -2.62
H -3.93 0.63 -0.84
H -2.89 1.58 -0.57
O -3.67 1.51 -1.12
H 1.10 -0.05 -4.35
H 2.10 0.45 -3.32
O 1.93 0.42 -4.27
H -1.04 2.86 1.04
H 0.23 2.87 0.12
O -0.69 3.11 0.16
H 2.17 2.34 -0.19
H 3.39 2.55 0.93
O 2.54 2.19 0.70
H -1.82 2.15 -1.98
H -0.68 3.15 -1.86
O -1.02 2.43 -2.44
H 1.24 2.06 -2.68
H 0.96 1.12 -1.64
O 1.56 1.86 -1.79
H -3.20 0.08 1.82
H -2.05 -0.69 1.27
O -2.99 -0.54 1.10
H -1.69 1.90 3.34
H -0.92 0.93 2.41
O -1.60 1.63 2.42
H -1.50 -1.00 3.23
H -0.05 -0.82 2.73
O -0.82 -0.35 3.10
H 3.06 0.75 1.91
H 4.19 -0.29 1.32
O 3.55 -0.08 2.01
```

DFT total energy = -28226.01983 eV
energy relative to the best compared isomer or geometry (same formula, charge and spin) = 2.0838 eV
total charge = 0
LUMO = 0.005 Eh
HOMO-LUMO gap = 10.7 eV

Atom charges from the natural (NBO) analysis, given in e for atoms 1 to 8: -0.0681 -0.7758 -0.4399 -0.2022 -0.6070 -0.6267 0.1929 0.1446

=====

(2)
Entry from the Open Molecules 2025 dataset: a 10-piece molecular cluster, C5H33N2O9 overall (wB97M-V/def2-TZVPD).

```
49
Properties=species:S:1:pos:R:3
N 0.02 0.68 -0.22
C -1.19 0.22 -1.23
C -2.45 0.08 -0.45
C -2.83 1.52 0.13
C -3.63 -0.39 -1.40
C -0.94 1.22 -2.36
N 0.59 1.39 -2.63
H 0.96 0.54 -0.71
H 0.03 0.18 0.69
H 0.07 1.71 -0.01
H -0.91 -0.78 -1.63
H -2.34 -0.58 0.33
H -3.14 1.45 1.12
H -3.57 2.07 -0.46
H -1.99 2.10 0.07
H -4.55 -0.19 -0.82
H -3.51 -1.38 -1.80
H -3.57 0.33 -2.32
H -1.51 2.13 -1.98
H -1.50 0.86 -3.23
H 0.79 0.62 -3.15
H 0.84 2.26 -2.83
H -1.49 3.07 2.88
H -1.19 1.59 3.16
O -1.80 2.20 2.69
H 1.30 2.28 2.30
H 2.52 3.20 1.98
O 2.13 2.33 1.80
H -0.26 -0.40 3.79
H -1.74 -0.18 4.26
O -0.95 0.22 4.02
H 0.04 -1.67 1.96
H 1.26 -0.87 2.29
O 0.39 -0.76 2.30
H 3.38 -2.50 2.24
H 3.64 -2.16 0.68
O 2.93 -2.39 1.39
H 3.51 1.07 -1.58
H 3.33 0.92 -0.03
O 2.93 0.73 -0.98
H 0.60 -4.12 0.36
H 1.44 -2.97 0.51
O 0.64 -3.25 0.05
H 0.77 -2.69 -1.59
H 0.48 -2.48 -3.15
O 0.69 -1.94 -2.36
H 3.20 -1.02 -1.36
H 3.01 -2.40 -1.61
O 3.59 -1.84 -1.10
```

DFT total energy = -27121.19600 eV
energy relative to the best compared isomer or geometry (same formula, charge and spin) = 3.7145 eV
total charge = +1
LUMO = -0.097 Eh
HOMO-LUMO gap = 10.0 eV

Atom charges from the natural (NBO) analysis, given in e for atoms 1 to 8: -0.7846 -0.0113 -0.2432 -0.5986 -0.5932 -0.2728 -0.8525 0.4902

=====

(3)
Entry from the Open Molecules 2025 dataset: a 11-piece molecular cluster, C5H34N2O10S overall (wB97M-V/def2-TZVPD).

```
52
Properties=species:S:1:pos:R:3
C -2.60 0.03 -0.69
C -1.29 -0.83 -0.66
C -1.12 -1.39 0.81
C 0.21 -2.13 1.04
S 0.55 -2.71 2.72
N -0.19 0.12 -0.82
C 0.32 0.41 -2.14
N 1.35 -0.66 -2.35
H -2.76 0.48 0.31
H -3.54 -0.53 -0.90
H -2.61 0.80 -1.43
H -1.43 -1.65 -1.38
H -1.04 -0.52 1.51
H -1.92 -2.12 0.95
H 0.88 -1.28 0.83
H 0.43 -2.91 0.32
H 0.67 -1.50 3.37
H -0.06 0.83 -0.12
H -0.33 0.20 -2.99
H 0.77 1.41 -2.25
H 2.03 -0.76 -1.60
H 0.98 -1.62 -2.39
H 2.75 -0.74 0.15
H 4.05 -0.83 1.03
O 3.40 -0.21 0.65
H 1.11 3.17 1.41
H -0.35 3.88 1.34
O 0.14 3.10 1.61
H 3.19 0.51 3.49
H 2.63 0.12 2.07
O 2.36 0.34 3.00
H 2.51 1.77 2.04
H 2.77 3.17 2.71
O 2.72 2.74 1.85
H -0.43 2.23 3.23
H 0.42 1.03 3.90
O -0.32 1.66 4.00
H 1.40 3.59 -2.58
H 0.48 3.78 -1.40
O 0.53 3.92 -2.35
H -3.19 0.65 4.53
H -2.08 1.41 3.83
O -3.06 1.31 3.85
H -0.16 -1.45 -3.98
H -0.65 -0.46 -5.06
O -0.85 -1.30 -4.63
H 0.46 -4.15 -3.09
H -0.42 -3.41 -2.14
O 0.52 -3.59 -2.30
H -3.53 -2.15 -2.52
H -2.53 -1.53 -3.35
O -3.19 -2.24 -3.42
```

DFT total energy = -40026.17419 eV
energy relative to the best compared isomer or geometry (same formula, charge and spin) = 3.2149 eV
total charge = 0
LUMO = -0.006 Eh
HOMO-LUMO gap = 8.2 eV

Atom charges from the natural (NBO) analysis, given in e for atoms 1 to 8: -0.6302 -0.0472 -0.4061 -0.5347 -0.0490 -0.7025 -0.0601 -0.8869

=====

Table of max |F| (eV Å⁻¹), in record order: 2.954 7.200 3.367